Entry from the OMol25 dataset: a structure of composition CHCeF4O in a non-equilibrium geometry (ωB97M-V/def2-TZVPD).

## Properties
E_HOMO (alpha / beta)   -21.41 / -21.46 eV
LUMO (alpha / beta)   -11.5 / -10.9 eV
Max |F|   0.097 hartree/bohr

```
! RIJCOSX wB97M-V def2-TZVPD def2/J DEFGRID3
* xyz 2 2
C 0.245 -1.174 -1.064
F 1.046 -0.200 -1.381
F -0.112 -1.832 -2.126
F 0.731 -1.982 -0.170
F -0.921 -0.597 -0.523
Ce -1.666 1.253 1.047
O 0.200 2.106 1.680
H 0.478 2.426 2.537
*
```

Entry from the OMol25 dataset: the molecule C18H22N4O3 (ωB97M-V/def2-TZVPD).

## Properties
Energy above the lowest of the compared OMol25 structures with the same formula, charge and spin   0.0 kcal per mole
E_HOMO   -8.47 eV
LUMO   0.6 eV
Max |F|   0.010 hartree/bohr

```
! RIJCOSX wB97M-V def2-TZVPD def2/J DEFGRID3
* xyz 0 1
C -3.681 -2.345 0.209
N -3.751 -0.926 -0.090
C -4.953 -0.410 -0.534
O -5.943 -1.086 -0.684
N -4.950 0.938 -0.797
C -3.890 1.827 -0.686
O -4.040 2.998 -0.968
C -2.661 1.220 -0.220
C -1.535 2.020 -0.106
N -0.373 1.582 0.311
C 0.864 2.321 0.367
C 1.824 1.782 -0.714
C 3.234 1.586 -0.149
N 3.295 0.685 0.985
C 3.646 -0.699 0.692
C 2.593 -1.484 -0.057
C 2.529 -1.445 -1.446
C 1.515 -2.096 -2.126
C 0.548 -2.799 -1.426
C 0.614 -2.867 -0.046
C 1.633 -2.218 0.631
C 2.163 0.806 1.893
C 1.484 2.164 1.763
C -2.599 -0.186 0.100
O -1.588 -0.748 0.520
H -3.436 -2.487 1.261
H -4.649 -2.784 -0.017
H -2.901 -2.804 -0.398
H -5.831 1.321 -1.121
H -1.632 3.065 -0.379
H -0.354 0.580 0.536
H 0.630 3.376 0.187
H 1.860 2.461 -1.566
H 1.449 0.820 -1.068
H 3.632 2.558 0.168
H 3.894 1.208 -0.931
H 4.578 -0.682 0.121
H 3.845 -1.180 1.654
H 3.283 -0.905 -2.002
H 1.480 -2.055 -3.205
H -0.245 -3.302 -1.959
H -0.127 -3.422 0.508
H 1.690 -2.296 1.708
H 2.538 0.672 2.915
H 1.411 0.024 1.709
H 2.210 2.958 1.936
H 0.701 2.253 2.517
*
```

Entry from the OMol25 dataset: a cluster of 5 separate species, C13H38BN3O7 in total in a non-equilibrium geometry (ωB97M-V/def2-TZVPD).

## Properties
E_HOMO (alpha / beta)   -5.90 / -5.86 eV
LUMO (alpha / beta)   2.5 / 2.5 eV
Max |F|   0.115 hartree/bohr

```
! RIJCOSX wB97M-V def2-TZVPD def2/J DEFGRID3
* xyz -1 2
N 0.314 1.098 1.410
H 1.043 0.775 0.789
H 0.741 1.045 2.323
H -0.583 0.648 1.294
H 0.248 2.084 1.199
B 0.037 3.948 0.677
H 0.764 3.449 1.299
H -0.434 4.655 1.342
H 0.628 4.463 -0.065
H -0.659 3.280 0.195
C 1.671 -0.148 4.448
O 1.368 0.934 3.895
O 2.856 -0.128 4.676
O 0.908 -1.043 4.834
C 1.429 1.624 -4.255
O 1.837 0.957 -3.079
C 2.332 1.848 -2.077
C 3.132 1.018 -1.029
N 2.183 0.075 -0.419
C 2.897 -0.832 0.559
C 2.056 -1.981 0.967
O 1.628 -2.879 -0.094
C 0.698 -3.894 0.229
H 0.604 2.295 -4.017
H 1.142 0.932 -5.047
H 2.227 2.324 -4.500
H 1.477 2.397 -1.683
H 3.008 2.577 -2.524
H 3.472 1.678 -0.230
H 3.924 0.465 -1.535
H 1.678 -0.445 -1.122
H 3.214 -0.298 1.454
H 3.819 -1.191 0.102
H 1.265 -1.587 1.604
H 2.693 -2.666 1.527
H 1.141 -4.670 0.853
H 0.463 -4.370 -0.723
H -0.168 -3.455 0.724
C -3.993 -2.442 1.415
O -3.103 -1.788 2.263
C -3.367 -0.497 2.562
C -3.159 0.406 1.343
N -2.042 0.058 0.522
C -2.141 0.636 -0.786
C -1.111 0.178 -1.800
O -1.523 -0.942 -2.451
C -0.550 -1.510 -3.334
H -3.743 -3.494 1.279
H -3.861 -1.999 0.428
H -5.033 -2.338 1.725
H -2.658 -0.163 3.320
H -4.390 -0.300 2.880
H -3.187 1.438 1.694
H -4.017 0.370 0.671
H -2.100 -0.948 0.459
H -2.080 1.724 -0.767
H -3.155 0.515 -1.166
H -0.255 -0.013 -1.153
H -1.027 1.031 -2.474
H 0.326 -1.821 -2.765
H -0.135 -0.693 -3.923
H -0.747 -2.390 -3.947
*
```

Entry from the OMol25 dataset: the ion C4H9N2O2 with charge +1 in a non-equilibrium geometry (ωB97M-V/def2-TZVPD).

## Properties
Energy above the lowest of the compared OMol25 structures with the same formula, charge and spin   125.1 kcal per mole
E_HOMO   -15.18 eV
LUMO   -5.5 eV
Max |F|   0.146 hartree/bohr

```
! RIJCOSX wB97M-V def2-TZVPD def2/J DEFGRID3
* xyz 1 1
C 1.921 -1.192 0.730
N 1.162 -0.889 -0.527
C 0.620 0.439 -0.319
C -0.792 0.659 -0.139
C -1.531 1.929 0.003
N -1.721 -0.473 -0.204
O -2.886 -0.259 -0.047
O -1.231 -1.596 -0.269
H 2.219 -2.233 0.696
H 2.769 -0.599 0.722
H 1.290 -1.164 1.660
H 0.339 -1.546 -0.552
H 1.629 -0.914 -1.377
H 1.359 1.126 -0.342
H -0.981 2.642 0.473
H -2.440 1.799 0.433
H -1.728 2.272 -0.940
*
```

Entry from the OMol25 dataset: a cluster of 2 separate species, C3H14N3O in total (ωB97M-V/def2-TZVPD).

## Properties
Energy above the lowest of the compared OMol25 structures with the same formula, charge and spin   0.0 kcal per mole
E_HOMO   -13.16 eV
LUMO   -2.9 eV
Max |F|   0.015 hartree/bohr

```
! RIJCOSX wB97M-V def2-TZVPD def2/J DEFGRID3
* xyz 1 1
N 0.091 -0.571 2.482
C -0.722 0.642 2.260
O -0.032 1.539 1.418
H 0.808 -0.376 3.172
H -0.507 -1.277 2.907
H -1.610 0.345 1.705
H -1.018 1.115 3.196
H 0.549 2.088 1.947
N 1.176 -0.733 -0.107
C 0.184 -0.911 -1.218
C 0.001 0.351 -2.032
N -0.890 0.073 -3.138
H 1.606 0.191 -0.161
H 0.750 -0.779 0.876
H 1.892 -1.452 -0.166
H 0.570 -1.687 -1.878
H -0.752 -1.283 -0.811
H -0.337 1.163 -1.378
H 0.977 0.628 -2.431
H -1.861 0.082 -2.846
H -0.876 0.851 -3.797
*
```

Entry from the OMol25 dataset: a structure of composition C16H28N7O3S2W in a non-equilibrium geometry (ωB97M-V/def2-TZVPD).

## Properties
Energy above the lowest of the compared OMol25 structures with the same formula, charge and spin   11.3 kcal per mole
E_HOMO (alpha / beta)   -16.65 / -16.61 eV
LUMO (alpha / beta)   -10.1 / -10.1 eV
Max |F|   0.026 hartree/bohr

```
! RIJCOSX wB97M-V def2-TZVPD def2/J DEFGRID3
* xyz 3 1
W 0.208 -0.198 -0.111
C -3.082 3.712 1.757
S -3.438 3.030 0.128
C -2.088 2.015 -0.222
S -0.840 1.665 0.959
N -2.016 1.594 -1.447
N -0.862 0.836 -1.658
C -0.575 0.574 -2.887
C 0.640 -0.209 -3.123
C 1.142 -0.462 -4.381
C 2.355 -1.150 -4.478
C 2.999 -1.535 -3.319
C 2.424 -1.247 -2.085
N 1.258 -0.604 -1.978
H -4.028 4.158 2.063
H -2.322 4.486 1.703
H -2.818 2.945 2.481
H -1.191 0.975 -3.686
H 0.615 -0.124 -5.262
H 2.781 -1.367 -5.448
H 3.943 -2.061 -3.351
H 2.893 -1.564 -1.163
C -4.084 -1.580 -1.324
N -3.713 -1.472 0.095
C -4.853 -1.487 1.027
C -2.479 -1.322 0.475
O -1.509 -1.313 -0.361
C -2.090 -1.150 1.934
O -0.660 -1.090 1.995
C -0.010 -2.269 2.468
C 0.836 -2.827 1.343
O 0.989 -2.090 0.313
N 1.401 -3.999 1.435
C 2.168 -4.578 0.325
C 1.308 -4.853 2.632
H -4.702 -2.467 -1.443
H -3.188 -1.660 -1.929
H -4.653 -0.693 -1.600
H -5.410 -2.410 0.879
H -5.488 -0.632 0.806
H -4.521 -1.432 2.059
H -2.459 -1.973 2.548
H -2.487 -0.215 2.331
H -0.746 -3.006 2.794
H 0.610 -2.016 3.332
H 1.965 -4.025 -0.586
H 1.853 -5.612 0.204
H 3.230 -4.554 0.569
H 0.943 -4.298 3.490
H 2.308 -5.215 2.863
H 0.652 -5.696 2.420
N 1.908 0.400 1.358
N 1.902 1.139 0.121
H 1.703 1.019 2.139
H 2.811 -0.041 1.509
H 2.780 1.036 -0.382
H 1.711 2.129 0.279
*
```

Entry from the OMol25 dataset: the molecule C4H9NO in a non-equilibrium geometry (ωB97M-V/def2-TZVPD).

## Properties
Energy above the lowest of the compared OMol25 structures with the same formula, charge and spin   11.6 kcal per mole
E_HOMO   -9.58 eV
LUMO   0.9 eV
Max |F|   0.021 hartree/bohr

```
! RIJCOSX wB97M-V def2-TZVPD def2/J DEFGRID3
* xyz 0 1
C -1.488 -1.728 0.154
C -0.726 -0.683 0.967
C 0.430 -0.117 0.159
O 1.287 -0.851 -0.295
N 0.477 1.241 -0.019
C 1.472 1.745 -0.951
H -0.904 -2.597 -0.133
H -1.852 -1.262 -0.767
H -2.373 -2.043 0.705
H -1.391 0.138 1.238
H -0.210 -1.212 1.767
H 0.100 1.823 0.708
H 1.366 2.814 -1.043
H 2.467 1.505 -0.593
H 1.344 1.228 -1.897
*
```

Entry from the OMol25 dataset: a structure of composition C21H42CdN15O8 in a non-equilibrium geometry (ωB97M-V/def2-TZVPD).

## Properties
E_HOMO   -9.41 eV
LUMO   -2.7 eV
Max |F|   0.037 hartree/bohr

```
! RIJCOSX wB97M-V def2-TZVPD def2/J DEFGRID3
* xyz 1 1
Cd 3.177 -0.696 1.215
N 0.171 -0.370 -0.154
O 1.413 -0.449 -0.032
O -0.551 -0.450 0.853
O -0.316 -0.216 -1.276
C 1.878 -3.658 2.038
O 2.350 -2.517 1.953
N 1.670 -4.441 0.950
N 1.554 -4.198 3.238
H 1.781 -4.037 0.039
H 1.300 -5.367 1.061
H 1.014 -5.040 3.330
H 1.670 -3.623 4.053
C 4.697 2.209 0.734
O 4.023 1.182 0.560
N 4.979 3.041 -0.290
N 5.149 2.571 1.961
H 5.413 3.933 -0.137
H 4.557 2.843 -1.181
H 5.024 1.972 2.754
H 5.653 3.429 2.099
C 4.973 -1.914 -1.308
O 4.114 -1.608 -0.474
N 6.296 -1.649 -1.128
N 4.639 -2.517 -2.480
H 6.975 -2.038 -1.759
H 6.602 -1.456 -0.191
H 3.694 -2.829 -2.609
H 5.238 -2.418 -3.280
C -3.909 -1.084 -1.027
O -5.116 -1.159 -0.878
N -3.316 0.022 -1.580
N -3.048 -2.086 -0.683
H -3.897 0.744 -1.964
H -2.319 0.110 -1.701
H -3.413 -2.937 -0.299
H -2.079 -2.060 -0.945
C 1.514 0.802 3.601
O 2.403 0.334 2.860
N 0.228 0.794 3.189
N 1.765 1.266 4.862
H 0.069 0.428 2.250
H -0.510 1.002 3.835
H 2.732 1.327 5.126
H 1.117 1.945 5.225
C -3.240 -1.568 2.603
C -2.839 -0.675 3.779
C -3.738 -0.797 5.003
C -3.655 -2.119 5.608
N -3.544 -3.155 6.087
H -4.233 -1.305 2.226
H -3.361 -2.584 2.991
H -2.537 -1.512 1.777
H -2.746 0.366 3.457
H -1.818 -0.981 4.044
H -4.780 -0.643 4.693
H -3.576 0.011 5.716
N -2.538 2.364 0.440
C -2.833 3.323 -0.489
C -3.228 4.445 0.215
C -3.099 4.159 1.589
C -2.655 2.858 1.704
H -2.279 1.421 0.200
H -2.739 3.135 -1.543
H -3.518 5.379 -0.238
H -3.377 4.805 2.407
H -2.409 2.283 2.578
N -0.502 2.185 -2.917
C -1.046 2.120 -4.168
C -1.094 3.399 -4.661
C -0.577 4.263 -3.657
C -0.162 3.474 -2.616
H -0.270 1.400 -2.328
H -1.374 1.167 -4.540
H -1.497 3.683 -5.619
H -0.467 5.327 -3.783
H 0.202 3.718 -1.632
N -1.553 -1.594 -5.649
C -0.464 -2.151 -6.268
C 0.488 -2.403 -5.317
C -0.053 -1.970 -4.072
C -1.300 -1.477 -4.312
H -2.401 -1.322 -6.109
H -0.436 -2.246 -7.340
H 1.461 -2.813 -5.531
H 0.421 -2.078 -3.110
H -1.993 -1.026 -3.623
*
```

Entry from the OMol25 dataset: a structure of composition C38H44BN13Tl (ωB97M-V/def2-TZVPD).

## Properties
Energy above the lowest of the compared OMol25 structures with the same formula, charge and spin   0.0 kcal per mole
E_HOMO   -9.81 eV
LUMO   -2.1 eV
Max |F|   0.004 hartree/bohr

```
! RIJCOSX wB97M-V def2-TZVPD def2/J DEFGRID3
* xyz 1 1
Tl 0.029 0.233 -0.640
C -2.593 -4.681 3.389
C -1.695 -3.650 2.763
C -1.451 -2.428 3.389
C -0.643 -1.478 2.794
C -0.045 -1.706 1.558
N 0.844 -0.748 1.010
C 2.129 -0.697 1.552
C 2.527 -1.763 2.379
C 3.721 -1.793 3.068
C 4.614 -0.732 2.989
C 5.902 -0.706 3.765
C 4.259 0.311 2.156
C 3.083 0.337 1.406
N 2.955 1.461 0.522
C 3.949 2.290 0.120
C 3.384 3.277 -0.652
C 2.022 2.961 -0.683
N 1.778 1.872 0.033
C -0.326 -2.905 0.912
C -1.130 -3.865 1.516
N 0.220 -3.180 -0.377
C 0.635 -4.383 -0.839
C 0.893 -4.243 -2.179
C 0.595 -2.901 -2.456
N 0.189 -2.266 -1.369
H -2.524 -4.653 4.475
H -2.336 -5.684 3.054
H -3.635 -4.496 3.120
H -1.895 -2.223 4.354
H -0.442 -0.542 3.297
H 1.854 -2.601 2.491
H 3.947 -2.650 3.690
H 5.912 -1.479 4.532
H 6.047 0.257 4.256
H 6.760 -0.875 3.112
H 4.920 1.164 2.106
H 4.974 2.126 0.389
H 3.889 4.100 -1.123
H 1.207 3.464 -1.179
H -1.334 -4.789 0.990
H 0.732 -5.227 -0.180
H 1.259 -4.993 -2.855
H 0.678 -2.370 -3.389
C 0.455 2.178 2.830
C -0.647 2.605 1.920
C -1.437 3.753 2.065
C -2.282 3.766 0.974
C -3.333 4.757 0.603
N -1.996 2.675 0.237
N -1.004 1.955 0.816
B -2.721 2.102 -0.972
N -1.811 2.075 -2.248
N -0.660 1.349 -2.377
C -0.311 1.346 -3.671
C 0.857 0.613 -4.227
C -1.220 2.117 -4.378
C -2.157 2.548 -3.454
C -3.366 3.382 -3.714
N -3.202 0.668 -0.689
N -2.449 -0.432 -0.985
C -3.260 -1.487 -0.847
C -2.911 -2.883 -1.249
C -4.523 -1.067 -0.418
C -4.447 0.307 -0.331
C -5.502 1.286 0.061
H 0.152 2.304 3.869
H 1.341 2.796 2.669
H 0.733 1.143 2.665
H -1.394 4.476 2.861
H -3.338 5.569 1.326
H -4.324 4.303 0.591
H -3.151 5.180 -0.384
H -3.654 2.797 -1.228
H 1.220 -0.148 -3.542
H 1.676 1.301 -4.443
H 0.572 0.144 -5.168
H -1.210 2.321 -5.434
H -3.348 3.721 -4.748
H -3.400 4.252 -3.061
H -4.279 2.809 -3.554
H -2.027 -2.908 -1.881
H -3.745 -3.301 -1.811
H -2.753 -3.524 -0.384
H -5.387 -1.683 -0.235
H -6.398 0.752 0.369
H -5.764 1.946 -0.766
H -5.170 1.909 0.893
N 4.742 -0.346 -2.141
C 4.552 -1.513 -1.439
C 3.221 -1.560 -1.171
N 2.594 -0.446 -1.687
C 3.541 0.255 -2.265
H 5.614 -0.005 -2.512
H 5.357 -2.183 -1.204
H 2.683 -2.316 -0.627
H 3.411 1.197 -2.769
*
```

Entry from the OMol25 dataset: the ion C10H16N3 with charge +1 in a non-equilibrium geometry (ωB97M-V/def2-TZVPD).

## Properties
Energy above the lowest of the compared OMol25 structures with the same formula, charge and spin   31.1 kcal per mole
E_HOMO   -11.29 eV
LUMO   -2.8 eV
Max |F|   0.091 hartree/bohr

```
! RIJCOSX wB97M-V def2-TZVPD def2/J DEFGRID3
* xyz 1 1
C -0.234 -3.014 -1.115
N 0.205 -1.584 -0.899
C -0.420 -0.707 -2.144
C 0.420 0.556 -1.967
C 0.546 1.110 -0.542
C 0.720 2.502 -0.403
C 0.979 3.134 0.753
C 0.680 2.431 1.903
C 0.301 1.100 1.872
N -0.350 0.521 2.947
C 0.240 0.499 0.596
C -0.173 -1.000 0.429
N -1.680 -1.126 0.581
H -1.255 -3.203 -1.218
H 0.290 -3.224 -2.041
H 0.170 -3.565 -0.351
H 1.248 -1.475 -0.861
H -1.502 -0.633 -1.839
H -0.012 -1.288 -2.998
H -0.113 1.380 -2.640
H 1.435 0.363 -2.402
H 0.650 3.025 -1.360
H 1.260 4.215 0.857
H 0.730 3.027 2.792
H -0.176 0.938 3.838
H -0.440 -0.465 2.857
H 0.360 -1.668 1.205
H -2.070 -0.155 0.720
H -1.806 -1.694 1.428
*
```